1.
Formula: C29H46BrN3P2RuS
Source: the OMol25 dataset
Level of theory: ωB97M-V/def2-TZVPD

Results
⟨S²⟩: 6.058
Energy relative to the best compared isomer or geometry (same formula, charge and spin), kJ/mol: 18.2

ORCA input file:
```
! wB97M-V def2-TZVPD RIJCOSX def2/J DEFGRID3
* xyz 4 5
C -4.14 3.35 -3.48
C -2.76 3.20 -3.13
C -1.87 4.00 -3.87
C -2.28 4.63 -5.08
N -3.56 4.59 -5.48
C -4.49 4.03 -4.69
C -2.13 2.30 -2.08
C -1.44 1.20 -1.97
C -0.80 -0.08 -1.96
C 0.20 -0.17 -0.94
C 0.80 -1.41 -0.66
C 0.56 -2.53 -1.48
C -0.38 -2.38 -2.51
C -1.13 -1.20 -2.71
Ru -1.37 1.72 -0.15
P -0.93 1.01 2.04
H -0.82 4.04 -3.63
H -4.97 2.90 -2.94
H -1.54 5.13 -5.75
H -5.53 4.10 -5.08
H -1.91 -1.15 -3.48
H 0.83 0.74 -0.71
H -0.48 -3.23 -3.17
H 1.60 -1.49 0.04
C -0.55 -0.69 2.60
C 0.56 -0.94 3.64
H -0.33 -1.24 1.68
H -1.52 -1.07 2.98
H 0.51 -2.00 3.93
H 1.57 -0.75 3.24
H 0.40 -0.34 4.56
C 0.60 1.90 2.48
C 0.28 3.31 2.04
H 1.41 1.46 1.88
H 0.83 1.77 3.56
H 1.20 3.90 1.99
H -0.26 3.32 1.06
H -0.34 3.82 2.79
C -2.23 1.56 3.23
C -1.82 1.44 4.69
H -3.13 0.97 3.00
H -2.54 2.58 2.95
H -2.60 1.90 5.31
H -1.73 0.38 4.98
H -0.87 1.95 4.90
Br 1.45 -4.13 -1.26
P 4.08 -0.03 -1.12
C 3.76 0.18 0.68
C 4.97 -0.09 1.62
H 2.98 -0.54 0.93
H 3.34 1.19 0.83
H 4.74 0.29 2.62
H 5.17 -1.17 1.67
H 5.87 0.42 1.28
C 4.07 -1.84 -1.52
C 5.10 -2.44 -2.47
H 3.07 -2.02 -1.94
H 4.16 -2.34 -0.53
H 4.91 -3.52 -2.56
H 5.02 -2.01 -3.48
H 6.12 -2.33 -2.08
C 3.12 0.84 -2.41
C 4.23 1.53 -3.22
H 2.40 1.54 -1.95
H 2.51 0.11 -2.99
H 3.87 2.01 -4.14
H 4.73 2.29 -2.61
H 5.01 0.80 -3.50
S -3.11 0.15 0.38
C -3.13 -1.59 0.94
N -2.75 -2.62 0.20
C -2.29 -3.88 0.81
C -3.23 -4.28 1.93
C -3.45 -3.14 2.89
N -3.62 -1.86 2.17
H -2.51 -2.45 -0.79
H -1.27 -3.73 1.23
H -2.23 -4.65 0.03
H -2.78 -5.11 2.48
H -4.17 -4.65 1.54
H -2.59 -3.04 3.57
H -4.37 -3.30 3.48
H -4.06 -1.07 2.65
*
```



2.
Formula: C29H46Cl2N4O5
Source: the OMol25 dataset
Level of theory: ωB97M-V/def2-TZVPD

Results
Energy relative to the best compared isomer or geometry (same formula, charge and spin), kJ/mol: 728.7

ORCA input file:
```
! wB97M-V def2-TZVPD RIJCOSX def2/J DEFGRID3
* xyz 0 1
C -0.61 -2.62 2.75
C 0.45 -2.08 1.66
C 1.42 -0.98 2.39
C 1.83 0.20 1.34
C 2.67 1.31 2.15
C 1.81 2.59 2.61
C 0.39 2.18 3.29
C -0.42 3.47 3.80
C -1.53 4.02 2.79
N -2.06 3.01 1.82
C -1.44 3.05 0.47
O -0.45 3.70 0.08
C -2.36 1.99 -0.29
C -2.14 1.21 -1.61
C -3.28 0.25 -2.05
C -4.58 0.01 -1.20
C -4.78 0.81 0.12
C -6.08 0.66 1.00
Cl -7.66 1.17 0.19
C -6.14 0.16 2.32
C -4.81 -0.32 3.08
Cl -7.79 0.11 3.11
C -3.66 1.79 0.52
C -3.50 2.79 1.75
O -4.45 3.27 2.40
H -1.30 -3.38 2.23
H -0.03 -3.20 3.55
H -1.22 -1.78 3.22
H -0.08 -1.53 0.81
H 1.11 -2.93 1.28
H 2.37 -1.51 2.75
H 0.93 -0.53 3.33
H 0.89 0.64 0.86
H 2.55 -0.23 0.55
H 3.53 1.68 1.49
H 3.19 0.78 3.05
H 1.71 3.39 1.80
H 2.41 3.08 3.47
H 0.69 1.59 4.24
H -0.21 1.45 2.65
H 0.36 4.31 3.93
H -0.84 3.25 4.84
H -2.41 4.40 3.43
H -1.18 4.94 2.19
H -1.17 1.37 -2.21
H -3.14 -0.30 -3.03
H -5.39 -0.73 -1.56
H -4.15 -0.82 2.30
H -5.09 -1.04 3.93
H -4.33 0.64 3.50
C 0.55 -4.72 -2.88
C 0.00 -3.67 -1.95
O 0.15 -3.72 -0.74
N -0.68 -2.62 -2.50
C -0.96 -2.37 -3.90
H 1.06 -5.48 -2.29
H -0.27 -5.19 -3.43
H 1.26 -4.27 -3.57
H -1.01 -1.95 -1.82
H -0.52 -1.41 -4.17
H -2.04 -2.32 -4.03
H -0.55 -3.15 -4.54
C 4.36 -6.60 -0.66
C 3.48 -7.06 -1.78
O 2.26 -6.96 -1.74
N 4.07 -7.60 -2.88
C 5.49 -7.80 -3.12
H 3.74 -6.20 0.14
H 4.93 -7.44 -0.26
H 5.03 -5.82 -1.00
H 3.42 -7.89 -3.60
H 5.76 -7.25 -4.03
H 5.66 -8.87 -3.29
H 6.10 -7.46 -2.29
C 1.89 7.23 -3.69
C 1.58 7.96 -2.41
O 1.55 9.18 -2.35
N 1.33 7.22 -1.30
C 1.33 5.77 -1.17
H 2.06 7.96 -4.49
H 2.79 6.63 -3.57
H 1.04 6.60 -3.98
H 1.13 7.77 -0.48
H 0.34 5.47 -0.82
H 2.07 5.49 -0.42
H 1.55 5.27 -2.11
*
```



3.
Formula: C29H46F3IN7O9PS3Ti
Source: the OMol25 dataset
Level of theory: ωB97M-V/def2-TZVPD

Results
⟨S²⟩: 2.011
Energy relative to the best compared isomer or geometry (same formula, charge and spin), kJ/mol: 252.1

ORCA input file:
```
! wB97M-V def2-TZVPD RIJCOSX def2/J DEFGRID3
* xyz 0 3
Ti 0.24 0.39 -1.70
N -0.86 2.19 0.66
N -1.01 3.40 -0.06
C -0.79 3.33 -1.42
N -1.24 4.33 -2.21
N 0.00 2.38 -1.85
N 0.24 2.18 -3.15
O 0.52 0.93 -3.37
O -0.04 2.97 -4.07
H -1.73 1.65 0.60
H -0.67 2.45 1.63
H -1.86 3.92 0.17
H -2.04 4.87 -1.93
H -1.06 4.16 -3.21
C -0.87 -2.21 -3.37
S 0.76 -1.92 -2.61
C 1.68 -1.70 -4.16
H -0.81 -3.10 -3.98
H -1.15 -1.34 -3.97
H -1.59 -2.37 -2.57
H 1.49 -2.59 -4.76
H 2.74 -1.62 -3.94
H 1.34 -0.80 -4.66
C -4.72 -1.14 1.89
C -3.54 -2.10 1.81
C -3.72 -3.28 2.76
C -3.45 -2.66 0.38
P -1.92 -1.11 2.00
C -0.74 -2.54 2.13
C -0.26 -3.00 0.90
C 0.68 -4.01 0.81
C 1.15 -4.61 1.96
C 0.66 -4.20 3.19
C -0.27 -3.18 3.28
C -1.95 -0.22 3.71
C -0.48 0.08 4.03
C -2.59 -0.96 4.88
C -2.68 1.13 3.48
H -5.64 -1.68 1.65
H -4.62 -0.34 1.16
H -4.83 -0.71 2.88
H -4.53 -3.91 2.39
H -3.98 -2.96 3.77
H -2.83 -3.89 2.82
H -4.43 -2.98 0.04
H -2.77 -3.51 0.33
H -3.09 -1.89 -0.31
H -0.64 -2.57 -0.03
H 1.04 -4.31 -0.16
H 1.90 -5.39 1.90
H 1.00 -4.69 4.09
H -0.62 -2.89 4.26
H 0.09 -0.82 4.23
H -0.41 0.72 4.92
H 0.00 0.62 3.21
H -2.22 -1.97 4.98
H -3.67 -1.00 4.78
H -2.36 -0.43 5.81
H -1.98 1.96 3.49
H -3.40 1.32 4.27
H -3.22 1.16 2.53
N 2.26 0.81 -1.24
C 3.25 0.80 -2.28
C 4.08 -0.30 -2.40
C 5.09 -0.31 -3.35
C 5.23 0.78 -4.19
C 4.40 1.87 -4.09
C 3.39 1.89 -3.14
S 6.74 0.88 -5.21
O 7.06 -0.51 -5.52
O 7.61 1.50 -4.22
O 6.38 1.71 -6.33
H 2.55 0.11 -0.55
H 2.23 1.72 -0.75
H 3.96 -1.14 -1.71
H 5.77 -1.13 -3.46
H 4.55 2.69 -4.77
H 2.75 2.76 -3.03
O 0.47 -0.21 0.23
H 0.21 0.64 0.64
H 0.05 -0.93 0.73
I 2.90 -0.39 2.27
C 2.81 1.73 2.25
C 3.46 2.46 3.23
C 3.35 3.84 3.17
C 2.63 4.41 2.13
C 2.03 3.58 1.21
N 2.11 2.25 1.27
H 4.03 1.97 4.01
H 3.82 4.46 3.92
H 2.54 5.48 2.04
H 1.45 3.97 0.38
F -4.94 0.85 -3.03
C -4.15 -0.06 -2.48
F -3.77 -0.93 -3.42
F -4.87 -0.72 -1.57
S -2.64 0.86 -1.85
O -3.14 1.71 -0.81
O -2.15 1.47 -3.04
O -1.71 -0.17 -1.33
*
```